[1]
# H4O2

2 unconnected molecules or ions with the total composition H4O2 in a non-equilibrium geometry (wB97M-V/def2-TZVPD, the Open Molecules 2025 dataset).

Computed properties:
Charge: 0
Relative energy (zero: lowest compared OMol25 entry of this formula, charge and spin), eV: 0.270
Gap between HOMO and LUMO, Eh: 0.4406
Highest occupied orbital energy, eV: -11.45
Total energy, eV: -4159.669

Atoms and positions in Å:
O: 0.733 -0.686 -1.551
H: 0.010 -0.231 -1.103
H: 1.363 -0.718 -0.788
O: -0.680 0.130 1.130
H: -0.160 0.827 0.656
H: -1.265 0.679 1.656

***

[2]
# C30H33GeRhS3

A molecular structure, C30H33GeRhS3 in a non-equilibrium geometry (wB97M-V/def2-TZVPD, the Open Molecules 2025 dataset).

Computed properties:
Charge: +3
Gap between HOMO and LUMO (alpha / beta), Eh: 0.3248 / 0.1630
2S+1: 6
Highest occupied orbital energy (alpha / beta), eV: -16.74 / -16.86
Total energy, eV: -123644.525

Atoms and positions in Å:
Rh: 0.801 1.384 -0.132
C: -1.005 3.618 0.132
C: 0.339 3.713 0.525
C: 0.734 3.217 1.782
C: -0.213 2.641 2.627
C: -1.548 2.584 2.243
C: -1.941 3.068 0.997
H: -1.320 4.047 -0.808
H: 1.019 4.324 -0.060
H: 1.740 3.391 2.142
H: 0.082 2.306 3.611
H: -2.284 2.199 2.931
H: -2.985 3.078 0.729
C: 3.907 -0.383 -1.415
C: 4.204 0.193 -0.049
S: 3.221 1.666 0.377
C: 3.696 2.927 -0.873
C: 3.022 2.956 -2.242
S: 1.215 2.587 -2.289
C: 1.073 1.317 -3.591
C: 1.969 0.100 -3.444
S: 2.100 -0.552 -1.733
H: 4.332 -1.386 -1.494
H: 4.337 0.227 -2.206
H: 5.257 0.475 0.019
H: 3.989 -0.522 0.746
H: 4.774 2.826 -1.011
H: 3.505 3.865 -0.349
H: 3.501 2.290 -2.952
H: 3.108 3.976 -2.628
H: 1.268 1.809 -4.548
H: 0.017 1.042 -3.556
H: 2.985 0.287 -3.785
H: 1.569 -0.709 -4.059
C: 1.605 -3.577 2.894
C: 0.661 -4.073 2.015
C: -0.044 -3.202 1.190
C: 0.209 -1.852 1.295
C: 1.142 -1.339 2.174
C: 1.824 -2.218 3.008
Ge: -0.930 -0.446 0.285
C: -2.585 -0.531 1.491
C: -3.691 0.204 1.100
C: -4.798 0.272 1.933
C: -4.793 -0.424 3.132
C: -3.685 -1.157 3.519
C: -2.575 -1.232 2.684
C: -1.711 -1.618 -1.250
C: -3.053 -1.672 -1.558
C: -3.462 -2.427 -2.654
C: -2.533 -3.145 -3.383
C: -1.190 -3.088 -3.061
C: -0.772 -2.326 -1.977
H: 2.193 -4.266 3.488
H: 0.457 -5.131 1.958
H: -0.800 -3.589 0.524
H: 1.323 -0.269 2.248
H: 2.524 -1.818 3.728
H: -3.698 0.755 0.169
H: -5.652 0.865 1.634
H: -5.680 -0.424 3.754
H: -3.668 -1.688 4.461
H: -1.731 -1.831 2.991
H: -3.802 -1.151 -0.983
H: -4.511 -2.438 -2.912
H: -2.864 -3.780 -4.194
H: -0.455 -3.640 -3.627
H: 0.276 -2.305 -1.711

***

[3]
# CH2IOP

A molecular structure, CH2IOP in a non-equilibrium geometry (wB97M-V/def2-TZVPD, the Open Molecules 2025 dataset).

Computed properties:
Charge: 0
Relative energy (zero: lowest compared OMol25 entry of this formula, charge and spin), eV: 2.048
Gap between HOMO and LUMO, Eh: 0.2859
Highest occupied orbital energy, eV: -9.15
Total energy, eV: -20503.711

Atoms and positions in Å:
C: -0.343 -0.478 0.238
O: 2.192 0.414 0.071
P: 0.808 0.722 -0.020
I: -2.392 -0.100 -0.039
H: -0.379 -1.398 0.964
H: 0.113 0.841 -1.214

***

[4]
# C6H11NO

A molecular structure, C6H11NO in a non-equilibrium geometry (wB97M-V/def2-TZVPD, the Open Molecules 2025 dataset).

Computed properties:
Charge: 0
Relative energy (zero: lowest compared OMol25 entry of this formula, charge and spin), eV: 8.817
Gap between HOMO and LUMO, Eh: 0.3493
Highest occupied orbital energy, eV: -8.42
Total energy, eV: -9929.638

Atoms and positions in Å:
C: 2.435 0.288 -0.103
C: 0.402 -1.185 0.190
C: -1.156 -1.548 -0.098
C: -1.397 0.645 -0.432
C: -1.168 1.996 0.078
C: -0.144 0.997 0.258
H: 2.914 1.155 -0.876
H: 2.773 -0.858 -0.300
H: 2.603 0.917 1.077
H: 0.761 -2.349 -0.190
H: 0.525 -1.069 1.194
H: -1.200 -2.032 -1.090
H: -1.677 -2.358 0.592
H: -1.242 0.462 -1.564
H: -1.233 2.471 -0.946
H: -1.702 2.561 1.032
H: -0.357 0.267 1.391
N: 0.946 0.089 -0.288
O: -2.083 -0.448 0.076

***

[5]
# C30H22N4O6Rb

A molecular structure, C30H22N4O6Rb in a non-equilibrium geometry (wB97M-V/def2-TZVPD, the Open Molecules 2025 dataset).

Computed properties:
Charge: -1
Relative energy (zero: lowest compared OMol25 entry of this formula, charge and spin), eV: 0.302
Gap between HOMO and LUMO, Eh: 0.2251
Highest occupied orbital energy, eV: -4.55
Total energy, eV: -50370.715

Atoms and positions in Å:
Rb: -0.069 -0.127 1.902
C: 1.050 -3.840 -0.298
O: 0.120 -2.824 0.062
C: -0.402 -2.356 -1.098
N: 0.008 -2.879 -2.176
C: 1.052 -3.828 -1.854
C: 0.814 -5.166 -2.503
C: -0.272 -5.962 -2.155
C: -0.469 -7.189 -2.764
C: 0.414 -7.630 -3.735
C: 1.486 -6.835 -4.101
C: 1.684 -5.612 -3.488
C: -1.384 -1.280 -1.029
C: -1.547 -0.466 -2.149
C: -2.460 0.573 -2.076
C: -3.154 0.757 -0.896
C: -2.921 -0.114 0.172
N: -2.052 -1.131 0.106
C: -3.707 0.013 1.385
N: -3.399 -0.399 2.553
C: -4.537 -0.199 3.423
C: -5.590 0.478 2.494
O: -4.938 0.581 1.243
C: -5.038 -1.500 4.011
C: -4.448 -2.710 3.673
C: -4.946 -3.895 4.187
C: -6.026 -3.880 5.052
C: -6.608 -2.674 5.405
C: -6.120 -1.490 4.884
H: 0.703 -4.801 0.105
H: 2.028 -3.595 0.122
H: 1.996 -3.420 -2.238
H: -0.969 -5.619 -1.405
H: -1.309 -7.808 -2.480
H: 0.267 -8.593 -4.202
H: 2.178 -7.171 -4.858
H: 2.523 -4.996 -3.779
H: -0.941 -0.648 -3.019
H: -2.609 1.245 -2.908
H: -3.866 1.561 -0.784
H: -4.254 0.473 4.243
H: -5.872 1.479 2.824
H: -6.493 -0.132 2.373
H: -3.600 -2.708 3.003
H: -4.496 -4.836 3.906
H: -6.417 -4.806 5.446
H: -7.451 -2.660 6.082
H: -6.580 -0.548 5.153
O: 4.059 4.508 -2.584
C: 4.712 4.277 -1.566
O: 5.850 4.624 -1.237
C: 3.975 3.383 -0.496
C: 4.623 3.013 0.678
C: 3.970 2.192 1.574
N: 2.725 1.750 1.399
C: 2.096 2.129 0.286
C: 2.686 2.920 -0.692
C: 0.690 1.585 0.102
O: 0.582 0.616 -0.674
O: -0.220 2.060 0.809
H: 5.629 3.363 0.855
H: 4.459 1.856 2.484
H: 2.149 3.184 -1.589

***

[6]
# C5H13NS

2 unconnected molecules or ions with the total composition C5H13NS in a non-equilibrium geometry (wB97M-V/def2-TZVPD, the Open Molecules 2025 dataset).

Computed properties:
Charge: 0
Relative energy (zero: lowest compared OMol25 entry of this formula, charge and spin), eV: 7.205
Gap between HOMO and LUMO, Eh: 0.1290
Highest occupied orbital energy, eV: -7.01
Total energy, eV: -17714.046

Atoms and positions in Å:
C: -1.782 2.859 0.962
C: -1.685 1.769 -0.926
N: -2.471 2.762 -0.260
H: -1.699 1.868 1.544
H: -2.413 3.497 1.630
H: -0.789 3.312 0.894
H: -0.607 1.640 -0.680
H: -1.725 1.952 -1.981
H: -2.420 1.230 -0.378
C: 1.351 -1.831 -1.705
C: 2.335 -1.871 -0.504
C: 1.498 -2.066 0.782
S: 0.269 -0.743 0.863
H: 0.888 -2.804 -1.852
H: 1.791 -1.595 -2.634
H: 0.552 -1.088 -1.440
H: 3.063 -2.708 -0.675
H: 2.847 -0.870 -0.492
H: 2.184 -1.964 1.622
H: 1.030 -3.077 0.799

***

[7]
# C9H14

2 unconnected molecules or ions with the total composition C9H14 in a non-equilibrium geometry (wB97M-V/def2-TZVPD, the Open Molecules 2025 dataset).

Computed properties:
Charge: 0
Relative energy (zero: lowest compared OMol25 entry of this formula, charge and spin), eV: 0.254
Gap between HOMO and LUMO, Eh: 0.3701
Highest occupied orbital energy, eV: -9.04
Total energy, eV: -9559.928

Atoms and positions in Å:
C: 1.439 -2.156 0.284
C: 0.804 -0.847 0.675
C: -0.413 -0.855 1.351
C: -1.100 0.331 1.569
C: -0.443 1.544 1.421
C: 0.833 1.551 0.879
C: 1.438 0.373 0.464
H: 2.404 -2.038 -0.205
H: 0.750 -2.751 -0.314
H: 1.584 -2.738 1.192
H: -0.928 -1.793 1.504
H: -2.132 0.267 1.883
H: -0.918 2.483 1.666
H: 1.310 2.498 0.677
H: 2.363 0.345 -0.097
C: -1.766 0.338 -2.152
C: -0.539 0.091 -3.046
H: -1.812 -0.314 -1.282
H: -1.837 1.373 -1.823
H: -2.660 0.121 -2.739
H: -0.534 -0.881 -3.515
H: -0.417 0.928 -3.733
H: 0.329 0.193 -2.382

***

[8]
# CH6N3

2 unconnected molecules or ions with the total composition CH6N3 in a non-equilibrium geometry (wB97M-V/def2-TZVPD, the Open Molecules 2025 dataset).

Computed properties:
Charge: +1
Relative energy (zero: lowest compared OMol25 entry of this formula, charge and spin), eV: 5.102
Gap between HOMO and LUMO (alpha / beta), Eh: 0.3516 / 0.3927
Highest occupied orbital energy (alpha / beta), eV: -15.93 / -15.96
Total energy, eV: -5593.842

Atoms and positions in Å:
C: 0.375 -0.103 0.137
N: 0.752 -1.312 -0.079
N: 0.932 1.043 0.246
N: -2.161 0.109 0.200
H: 1.666 -1.565 -0.372
H: 0.070 -2.075 -0.092
H: 1.910 1.009 -0.034
H: 0.400 1.859 0.572
H: -1.991 -0.057 -0.878
H: -1.952 1.091 0.298